Density functional theory data (ωB97M-V/def2-TZVPD) for a structure of composition C34H43AsMnN2P2S.

Output
Frontier orbital gap (alpha / beta) in eV: 7.38 / 5.96
Total charge: +2
Molecular weight in Da: 703.6
Spin multiplicity: 4
HOMO (alpha / beta) in eV: -12.812 / -13.234
Relative energy (zero: lowest compared OMol25 entry of this formula, charge and spin) in kJ/mol: 231.2
LUMO energy (alpha / beta) in eV: -5.4 / -7.3

Last column: Löwdin charge in e.
Cartesian coordinates (Å):
Mn (1.561, 1.375, 0.344)  0.04
S (-0.546, 1.430, -0.511)  0.70
C (-2.136, 1.374, 0.259)  -0.64
C (-2.655, 2.328, 1.123)  -0.08
C (-3.957, 2.173, 1.581)  -0.05
C (-4.736, 1.090, 1.186)  -0.05
C (-4.212, 0.128, 0.334)  -0.08
C (-2.906, 0.275, -0.115)  -0.44
As (-1.903, -0.882, -1.256)  1.39
C (-2.224, -0.430, -3.084)  -0.39
C (-3.198, 0.511, -3.404)  -0.08
C (-3.406, 0.849, -4.733)  -0.05
C (-2.640, 0.261, -5.730)  -0.05
C (-1.655, -0.663, -5.405)  -0.06
C (-1.438, -1.006, -4.080)  -0.12
C (-2.527, -2.670, -0.914)  -0.35
C (-2.818, -3.013, 0.407)  -0.13
C (-3.256, -4.293, 0.708)  -0.07
C (-3.387, -5.236, -0.304)  -0.05
C (-3.088, -4.897, -1.617)  -0.05
C (-2.653, -3.618, -1.927)  -0.08
H (-2.058, 3.175, 1.434)  0.11
H (-4.374, 2.912, 2.253)  0.12
H (-5.751, 0.996, 1.547)  0.12
H (-4.808, -0.725, 0.031)  0.12
H (-3.798, 0.971, -2.628)  0.11
H (-4.169, 1.571, -4.990)  0.12
H (-2.808, 0.526, -6.765)  0.12
H (-1.053, -1.112, -6.184)  0.11
H (-0.655, -1.712, -3.829)  0.10
H (-2.736, -2.271, 1.193)  0.08
H (-3.509, -4.554, 1.727)  0.11
H (-3.731, -6.235, -0.070)  0.12
H (-3.202, -5.630, -2.404)  0.12
H (-2.443, -3.360, -2.957)  0.10
C (4.876, -0.021, 0.182)  -0.21
P (3.880, 1.393, 0.723)  0.85
C (4.357, 1.634, 2.454)  -0.22
C (4.613, 2.826, -0.157)  -0.37
C (3.739, 4.061, 0.053)  -0.37
P (2.003, 3.641, -0.352)  0.80
C (0.990, 4.944, 0.385)  -0.22
C (1.860, 3.877, -2.148)  -0.23
H (5.929, 0.166, 0.394)  0.07
H (4.750, -0.186, -0.887)  0.06
H (4.557, -0.922, 0.707)  0.05
H (5.439, 1.750, 2.529)  0.07
H (4.050, 0.768, 3.042)  0.05
H (3.856, 2.505, 2.873)  0.04
H (4.664, 2.565, -1.218)  0.09
H (5.638, 2.991, 0.183)  0.10
H (4.074, 4.899, -0.561)  0.10
H (3.770, 4.390, 1.094)  0.09
H (1.360, 5.923, 0.076)  0.07
H (1.020, 4.863, 1.471)  0.05
H (-0.042, 4.834, 0.053)  0.05
H (2.083, 4.911, -2.415)  0.06
H (0.848, 3.630, -2.467)  0.04
H (2.556, 3.220, -2.672)  0.05
N (1.047, 2.206, 3.266)  0.06
C (1.237, 1.894, 2.167)  -0.41
C (-1.026, -0.535, 2.694)  0.00
N (-0.115, -1.469, 3.422)  -0.15
C (-0.612, -2.870, 3.340)  0.01
C (1.339, -1.317, 2.993)  -0.06
C (1.579, -1.617, 1.538)  -0.23
C (1.767, -2.941, 1.119)  -0.04
C (1.962, -3.252, -0.215)  -0.05
C (1.987, -2.234, -1.165)  -0.06
C (1.837, -0.926, -0.740)  -0.19
C (1.639, -0.593, 0.598)  -0.25
H (-2.043, -0.707, 3.041)  0.12
H (-0.943, -0.748, 1.630)  0.07
H (-0.717, 0.488, 2.889)  0.07
H (-0.133, -1.201, 4.407)  0.19
H (-0.665, -3.162, 2.295)  0.09
H (-1.602, -2.910, 3.788)  0.11
H (0.066, -3.525, 3.883)  0.11
H (1.905, -1.982, 3.645)  0.14
H (1.591, -0.283, 3.219)  0.09
H (1.774, -3.742, 1.850)  0.12
H (2.106, -4.281, -0.515)  0.12
H (2.148, -2.463, -2.211)  0.12
H (1.882, -0.130, -1.501)  0.11